51
Properties=species:S:1:pos:R:3:forces:R:3:nbo_charge:R:1 method="wB97M-V/def2-TZVPD" relative_energy_kcal_mol=64.8 multiplicity=3 max_force_ha_per_bohr=0.0552 molar_mass_g_mol=559.480
Pt 0.518485 -0.008768 -0.079001 -1.186 -0.920 -0.130 0.86
O -0.855141 4.883353 -1.196115 0.506 -0.083 -0.513 -0.73
O 0.337275 -0.359027 -2.431999 0.300 -0.971 -1.759 -0.96
O 1.035735 -0.417837 2.238566 1.137 -0.835 2.128 -0.97
O 2.381153 -2.417516 -0.749220 -0.323 0.535 0.203 -0.56
O 1.723817 2.792389 0.473468 0.090 0.015 -0.102 -0.55
N 2.280284 -1.027701 -0.434286 -1.081 0.300 0.194 -0.31
N -1.520412 0.525570 -0.221503 1.772 -0.140 0.861 -0.60
N 1.966027 1.466865 0.103152 -1.515 -0.514 -0.648 -0.23
N -0.528435 -1.823126 0.604919 0.254 1.326 -0.262 -0.51
C 4.359762 1.935666 0.314295 1.378 0.242 0.082 -0.66
C -4.293329 0.859011 -0.300816 -0.394 -0.409 1.067 -0.23
C -3.741900 -0.059168 0.595831 0.184 0.251 -0.113 -0.06
C -2.649379 -2.414095 1.647264 0.180 -0.119 0.291 -0.09
C 4.721910 -0.946512 -0.508060 1.597 0.163 -0.059 -0.66
C -4.018879 -2.083402 1.878496 -0.277 0.462 -0.265 -0.19
C -2.338664 -0.254827 0.574061 -0.354 -1.010 -0.105 0.16
C 0.001068 -2.935901 1.086775 -1.117 -0.742 0.624 0.05
C -2.106281 0.997141 -1.316667 -1.943 0.750 -0.608 -0.01
C -0.781582 -3.862994 1.767044 0.762 -0.468 0.178 -0.29
C -3.470702 1.275238 -1.321663 1.207 0.176 -1.009 -0.28
C -2.104674 -3.625145 2.040930 -0.289 0.507 -0.191 -0.11
C -0.676059 3.674848 -1.957651 0.079 0.479 -0.137 -0.28
C 3.223953 1.006982 0.039759 -0.419 2.757 0.524 0.10
C -1.801608 -1.492766 0.971754 -1.039 0.050 0.058 0.14
C -4.557360 -0.955642 1.348957 0.353 -0.573 0.374 -0.17
C 3.400315 -0.301400 -0.312127 0.262 -2.314 -0.363 0.13
H 1.355076 -0.937566 1.440584 -0.013 1.096 2.193 0.46
H 1.052991 -3.145513 1.052759 0.367 0.234 -0.483 0.21
H 5.185078 -1.226299 0.459221 -0.267 0.073 -0.349 0.23
H -5.363486 1.032915 -0.299032 0.112 0.081 -0.040 0.21
H 4.153037 2.804760 0.959478 -0.436 -0.529 -0.351 0.25
H 0.858546 0.494485 1.928940 0.404 -0.756 0.525 0.47
H -5.619081 -0.764839 1.403801 -0.081 0.053 0.100 0.22
H 4.757897 -1.842383 -1.148618 -0.568 0.410 0.315 0.25
H -0.944005 3.887321 -2.987452 -0.065 -0.151 -0.403 0.17
H -3.896855 1.770087 -2.168425 -0.079 0.139 -0.503 0.22
H -0.322679 -4.770738 2.120021 0.193 -0.108 0.023 0.22
H -1.509589 1.104689 -2.197972 0.279 0.348 -0.240 0.23
H -2.716850 -4.338883 2.567276 -0.053 -0.188 0.057 0.22
H -4.631529 -2.792672 2.411882 -0.086 -0.104 0.097 0.21
H 0.389234 3.358143 -1.967514 -0.603 -0.168 0.241 0.16
H 1.231826 -0.430705 -1.978661 -1.369 -0.193 -1.305 0.48
H 5.416735 -0.223783 -0.975603 -0.265 -0.282 0.250 0.23
H 4.795127 2.332547 -0.623788 -0.250 -0.137 0.331 0.23
H 1.451791 -2.751557 -0.765014 0.938 0.671 -0.177 0.49
H 0.775622 2.962694 0.270138 0.847 -0.396 0.063 0.50
H -0.411209 5.566593 -1.730574 -0.338 -0.233 0.617 0.46
H -0.308995 -0.809895 -1.830173 0.808 0.258 -1.230 0.47
H 5.177405 1.387324 0.818029 -0.348 0.178 -0.256 0.23
H -1.381465 2.902037 -1.615467 0.747 0.785 0.205 0.20



55
Properties=species:S:1:pos:R:3:forces:R:3:nbo_charge:R:1 method="wB97M-V/def2-TZVPD" relative_energy_kcal_mol=0.0 max_force_ha_per_bohr=0.0580 molar_mass_g_mol=438.421 charge=-1
O 3.670183 -0.879772 0.613113 -0.193 0.225 -0.021 -0.64
O -1.468232 -3.507616 -0.974837 -0.233 -0.958 -0.374 -0.78
O -1.305532 5.844627 1.634862 -0.669 -0.053 0.378 -0.74
O -0.055306 1.410362 0.505060 -0.390 0.160 0.044 -0.58
O -4.274881 6.014148 3.799989 -0.386 -0.370 -0.031 -0.74
O 5.031151 -2.411062 -3.376498 -0.442 -0.352 0.043 -0.63
O 0.079845 -1.979012 -0.789781 1.104 0.536 -0.116 -0.77
N -4.558210 2.302194 1.655207 0.216 1.644 0.282 -0.39
N -3.831700 0.181907 1.036238 -0.281 2.131 0.633 -0.59
N -1.943433 3.353106 1.395106 -1.201 -0.656 0.028 -0.38
N 3.288225 -1.995794 -1.263364 0.155 -1.214 -1.891 -0.60
N -1.556240 -0.232464 0.588222 -1.291 0.132 0.287 -0.62
N 4.342535 -4.500287 -3.786511 -0.428 -1.125 -0.385 -0.62
N -3.200277 -1.890771 0.486177 0.984 -0.375 -0.428 -0.80
C 4.244415 -3.325164 -3.147270 0.811 1.674 0.417 0.67
C -0.311501 -3.088220 -1.198465 -0.789 0.138 0.590 0.78
C 2.876260 -3.089338 0.912200 -0.285 0.239 -0.330 -0.72
C -2.875652 5.961511 3.507991 0.244 0.995 0.573 0.09
C -2.855658 -0.612831 0.715082 -0.880 -0.317 -0.180 0.62
C 3.279980 -1.899722 0.064387 0.666 0.204 1.654 0.69
C 0.650138 -3.987779 -1.987674 -0.076 0.473 -0.523 -0.51
C -4.279093 3.601789 1.889862 0.578 -1.271 -0.445 0.03
C -2.669426 5.602366 2.024557 1.009 -0.546 -0.168 0.06
C -2.296309 7.334340 3.853025 0.513 -0.164 -0.289 -0.63
C 3.118472 -3.195625 -2.099078 -0.429 0.765 0.105 -0.12
C -1.213145 1.080888 0.725080 2.826 0.917 -0.244 0.63
C -2.225077 2.045896 1.151817 -1.196 0.582 0.471 0.00
C 1.730786 -3.227053 -2.779689 0.035 -0.556 -0.049 -0.40
C 5.339610 -4.790090 -4.815601 -0.135 0.446 0.357 -0.41
C -2.974326 4.137578 1.767113 0.032 -1.213 -0.390 0.10
C -3.529759 1.515657 1.284645 -0.262 -0.788 -0.081 0.34
H 2.892871 -2.788186 1.957516 0.100 0.044 -0.134 0.24
H -3.329371 6.225487 1.412466 -0.027 0.080 0.080 0.18
H 1.399745 -2.217443 -3.026994 0.097 0.024 0.234 0.24
H 1.862824 -3.381329 0.649350 -0.077 -0.221 -0.024 0.24
H -2.720306 8.102247 3.198656 -0.002 -0.093 0.079 0.21
H 0.062046 -4.561210 -2.708354 -0.157 -0.018 0.247 0.22
H 1.117226 -4.714162 -1.319210 -0.091 0.008 0.152 0.20
H -5.094777 4.257450 2.176339 -0.012 -0.161 0.005 0.21
H 3.570697 -3.909159 0.753806 0.024 -0.254 0.016 0.20
H 5.039581 -5.661734 -5.397893 -0.066 0.061 0.156 0.20
H 3.662159 -5.210759 -3.568182 0.093 0.045 -0.047 0.39
H 1.828161 -3.752542 -3.730223 0.129 -0.008 -0.171 0.19
H 3.205510 -4.082249 -1.475756 -0.025 -0.028 0.264 0.21
H -4.177538 -2.016820 0.272896 0.130 0.045 0.182 0.39
H -1.208698 7.334794 3.730394 -0.174 0.035 -0.018 0.23
H -2.513170 -2.457806 -0.041868 -0.169 -0.344 0.001 0.44
H 6.307095 -4.976311 -4.346628 0.058 -0.016 -0.140 0.20
H -4.412700 6.213485 4.742471 0.310 -0.146 -0.610 0.47
H -2.520403 7.592723 4.891830 -0.046 -0.051 -0.039 0.19
H 5.438626 -3.930600 -5.482940 0.002 -0.096 0.105 0.22
H -2.390126 5.202840 4.132515 0.011 -0.101 -0.134 0.16
H -0.919234 4.971706 1.390689 -0.370 0.341 0.185 0.51
H 3.555153 -1.149605 -1.741527 0.126 -0.005 -0.059 0.42
H -0.883213 -0.864586 0.139679 0.531 -0.443 -0.247 0.48



57
Properties=species:S:1:pos:R:3:forces:R:3:nbo_charge:R:1 method="wB97M-V/def2-TZVPD" relative_energy_kcal_mol=19.7 multiplicity=2 max_force_ha_per_bohr=0.0284 molar_mass_g_mol=576.303 charge=+2
Br -2.183200 -0.029066 1.331156 -0.463 -0.242 -0.110 0.16
Cr -0.013097 1.251255 0.438333 0.455 0.674 -1.210 0.99
S 1.870940 -0.850046 3.834175 -0.239 0.521 -0.381 0.47
S -1.016253 1.135673 -1.842076 -0.189 0.184 1.054 -0.07
N 0.578728 1.483552 4.401843 0.075 -0.010 -0.163 -0.74
N -0.874946 3.019232 0.494912 -0.077 -1.117 0.390 -0.36
N 0.597178 -0.892804 -2.349798 -0.008 0.000 -0.340 -0.77
N 0.049199 0.491710 -4.124272 0.040 -0.107 0.008 -0.73
N 0.824690 0.773680 2.183815 -0.636 0.564 0.430 -0.40
N -0.211473 4.179348 0.453926 -0.075 0.845 -0.130 -0.25
N 1.853512 3.223779 -0.599779 0.122 0.588 -0.425 -0.25
N 1.258505 -0.260183 1.445358 0.515 -1.045 -0.497 -0.29
N 1.628958 1.927266 -0.368594 -0.305 -0.521 0.591 -0.33
N -1.260540 -2.139395 -0.180411 -0.129 0.342 0.323 -0.51
C -2.179972 3.308208 0.650525 -0.506 0.505 0.122 -0.03
C 2.499157 1.221321 -1.106284 0.549 -0.004 -0.276 -0.03
C 2.447485 -2.429236 1.560554 -0.093 -0.407 -0.008 -0.46
C 1.561907 -3.658891 1.796871 0.087 0.101 -0.076 -0.60
C 3.277284 2.087099 -1.850364 -0.201 -0.141 0.132 -0.31
C -2.500547 -3.997674 -1.055127 0.023 0.337 0.151 -0.01
C -2.475471 -5.359469 -1.646746 -0.150 -0.214 -0.131 -0.64
C 1.845372 -1.194309 2.116821 -0.151 0.460 -0.081 0.14
C -0.042745 0.169691 -2.841797 0.205 -0.409 0.019 0.35
C -3.653201 -2.156591 -0.014183 0.100 0.236 0.160 -0.25
C 2.829726 3.357561 -1.490614 -0.103 -0.411 -0.060 0.06
C -2.350497 4.674173 0.739304 0.154 -0.329 -0.021 -0.31
C -3.690916 -3.360629 -0.700199 0.384 0.029 0.055 -0.13
C -1.062716 5.189640 0.608457 -0.259 -0.405 -0.113 0.06
C -1.317451 -3.313186 -0.801780 -0.338 -0.174 -0.117 0.04
C -2.399322 -1.632849 0.235843 0.658 0.097 -0.130 0.18
C 1.016391 0.635495 3.477064 0.016 -0.286 0.438 0.31
B 1.314654 4.314775 0.344129 0.185 -0.057 0.215 0.15
H -3.265634 5.211831 0.869394 -0.182 0.132 -0.005 0.26
H 1.572240 5.367452 -0.120012 0.089 0.387 -0.090 -0.01
H 4.048961 1.847673 -2.549549 0.240 -0.075 -0.120 0.25
H -2.928785 2.541207 0.658232 -0.065 -0.149 0.036 0.22
H 0.598364 -3.543865 1.305735 -0.065 0.023 0.038 0.21
H 3.414715 -2.593018 2.040500 0.044 0.079 -0.126 0.25
H -4.639443 -3.813299 -0.942556 -0.147 -0.084 0.058 0.25
H 1.116625 -1.508520 -2.959756 -0.003 0.026 0.108 0.41
H -4.549795 -1.660629 0.319869 -0.082 0.043 0.017 0.26
H -0.733541 6.208240 0.604341 0.216 0.184 -0.030 0.25
H 2.057420 -4.536831 1.396007 0.031 -0.125 -0.031 0.24
H 1.789768 4.123341 1.419898 0.201 -0.061 0.393 -0.04
H 2.536751 0.148153 -1.039104 -0.055 0.048 -0.049 0.22
H 3.166088 4.316176 -1.834586 -0.012 0.229 0.135 0.25
H -2.939654 -5.370188 -2.628870 -0.036 -0.030 -0.155 0.25
H 0.104935 2.328807 4.123054 0.052 0.031 0.006 0.43
H 0.813521 1.369174 5.373139 0.003 0.014 0.017 0.44
H 2.613911 -2.296477 0.490887 0.060 0.151 0.051 0.23
H -1.462469 -5.740027 -1.733831 0.073 -0.035 -0.042 0.23
H -0.372488 -3.737711 -1.110352 0.136 -0.097 -0.038 0.20
H 1.402034 -3.823482 2.857299 -0.084 -0.060 0.155 0.22
H -0.447576 1.303202 -4.462757 0.121 -0.062 0.034 0.44
H 0.557618 -0.067489 -4.792017 -0.045 -0.009 0.001 0.42
H -3.042798 -6.039335 -1.016324 -0.023 -0.140 0.024 0.25
H 0.367894 -1.203514 -1.409703 -0.115 -0.026 -0.205 0.44